Record 1
C4H7NO | ωB97M-V with the def2-TZVPD basis set

- HOMO level: -0.3564 Ha
- Electronic energy: -286.54243 hartree
- Charge: 0
- Energy above the lowest of the compared OMol25 structures with the same formula, charge and spin: 2.428 eV
- Molar mass: 85.11 g mol⁻¹
- Lowest unoccupied orbital energy: 1.04 eV
- HOMO-LUMO gap: 10.74 eV
- SMILES: O=CCN1CC1

Geometry (Å):
O: -2.6959 -0.7680 1.3525
C: -1.5198 -0.6062 1.1371
C: -0.9998 0.3063 0.0461
N: 0.3923 0.6615 0.2365
C: 1.1832 0.6905 -0.9791
C: 1.3627 -0.3989 0.0103
H: -0.7451 -1.1558 1.7149
H: -1.6105 1.2144 0.0343
H: -1.1739 -0.2114 -0.9174
H: 1.9001 1.5006 -1.0774
H: 0.6638 0.4216 -1.9004
H: 0.9983 -1.3890 -0.2683
H: 2.2133 -0.4009 0.6882

So, what does the natural (NBO) scheme give us? The charges, in e, come out as: -0.511 0.439 -0.339 -0.396 -0.252 -0.271 0.110 0.232 0.193 0.208 0.188 0.190 0.210

Record 2
C2H5N2O | ωB97M-V with the def2-TZVPD basis set

- HOMO level: -0.5468 Ha
- Electronic energy: -263.51931 hartree
- Charge: +1
- Energy above the lowest of the compared OMol25 structures with the same formula, charge and spin: 5.306 eV
- Molar mass: 73.07 g mol⁻¹
- Lowest unoccupied orbital energy: -5.99 eV
- HOMO-LUMO gap: 8.89 eV
- SMILES: [NH2+]=C1CON1

Geometry (Å):
N: -0.2170 1.0471 0.8053
C: 0.0638 0.1464 -0.0040
C: -0.2552 -1.1578 -0.5736
O: 1.0797 -1.3583 -1.0467
N: 1.6273 -0.1735 -0.5829
H: -1.1094 1.5114 0.8896
H: 0.5319 1.4384 1.3196
H: -0.5886 -2.0730 0.1710
H: -1.1036 -1.2153 -1.2645
H: 1.6840 0.5462 -1.3237

So, what does the natural (NBO) scheme give us? The charges, in e, come out as: -0.661 0.564 -0.210 -0.338 -0.233 0.461 0.458 0.307 0.281 0.372

Record 3
C5H12N2 | ωB97M-V with the def2-TZVPD basis set

- HOMO level: -0.3370 Ha
- Electronic energy: -307.21579 hartree
- Charge: 0
- Energy above the lowest of the compared OMol25 structures with the same formula, charge and spin: 0.369 eV
- Molar mass: 100.16 g mol⁻¹
- Lowest unoccupied orbital energy: 1.03 eV
- HOMO-LUMO gap: 10.20 eV
- SMILES: [H]/N=C(\C)C[C@@H](C)N

Geometry (Å):
H: 1.9495 -1.0221 1.9155
N: 1.1310 -0.8974 1.3224
C: 1.3234 -0.2151 0.2839
C: 2.6294 0.4207 -0.1199
C: 0.1959 0.0184 -0.6789
C: -1.1714 -0.4648 -0.1876
C: -1.6994 0.4310 0.9363
N: -2.0608 -0.5392 -1.3409
H: 3.4408 0.0991 0.5309
H: 2.8741 0.1648 -1.1489
H: 2.5416 1.5047 -0.0562
H: 0.1501 1.0837 -0.9222
H: 0.4265 -0.5141 -1.6057
H: -1.0522 -1.4815 0.1982
H: -1.0071 0.4129 1.7720
H: -2.6695 0.0768 1.2808
H: -1.8097 1.4577 0.5869
H: -2.9553 -0.9303 -1.0659
H: -2.2367 0.3947 -1.7008

So, what does the natural (NBO) scheme give us? The charges, in e, come out as: 0.337 -0.653 0.340 -0.682 -0.475 -0.047 -0.626 -0.832 0.215 0.225 0.226 0.206 0.238 0.207 0.228 0.204 0.190 0.356 0.344

Record 4
C2HFI2O | ωB97M-V with the def2-TZVPD basis set

- HOMO level (alpha / beta): -0.3819 / -0.3311 Ha
- Electronic energy: -847.20527 hartree
- Charge: 0
- Energy above the lowest of the compared OMol25 structures with the same formula, charge and spin: 1.448 eV
- Molar mass: 313.83 g mol⁻¹
- Lowest unoccupied orbital energy (alpha / beta): -1.68 / -3.34 eV
- HOMO-LUMO gap (alpha / beta): 8.71 / 5.67 eV

Geometry (Å):
C: 0.1333 0.0955 0.5829
C: 0.5380 1.4316 0.9094
O: 0.2578 -0.8473 1.3328
F: 1.1016 1.7005 2.0651
I: 3.8952 -0.3119 -0.0986
I: 0.1727 3.0539 -0.3085
H: -0.3181 0.0199 -0.4207

So, what does the natural (NBO) scheme give us? The charges, in e, come out as: 0.214 0.222 -0.487 -0.294 0.003 0.206 0.137

Record 5
C16H12F6IrN4O5S2 | ωB97M-V with the def2-TZVPD basis set

- HOMO level (alpha / beta): -0.4323 / -0.4323 Ha
- Electronic energy: -2711.64762 hartree
- Charge: +1
- Molar mass: 710.63 g mol⁻¹
- Lowest unoccupied orbital energy (alpha / beta): -5.82 / -5.82 eV
- HOMO-LUMO gap (alpha / beta): 5.94 / 5.94 eV

Geometry (Å):
Ir: 0.3946 0.7972 0.5408
C: -0.2898 -3.5673 0.2154
C: 0.2600 -2.1994 0.0601
N: -0.4792 -1.1497 -0.1643
N: -1.7385 -1.0511 -0.3873
C: -2.1544 0.2317 -0.6337
O: -1.3253 1.1440 -0.8477
C: -3.5892 0.4499 -0.5740
C: -4.1292 1.7163 -0.8407
C: -5.4447 1.9722 -0.5196
C: -6.2362 0.9716 0.0397
C: -5.7132 -0.2980 0.2703
C: -4.4055 -0.5716 -0.0639
C: 1.6889 -1.9174 0.1302
C: 2.6503 -2.9187 0.2935
C: 3.9942 -2.5813 0.2685
C: 4.3550 -1.2589 0.0641
C: 3.3464 -0.3081 -0.0581
N: 2.0638 -0.6258 -0.0229
H: -1.3529 -3.5699 -0.0107
H: -0.1457 -3.9083 1.2423
H: 0.2217 -4.2672 -0.4437
H: -3.4976 2.4785 -1.2681
H: -5.8586 2.9552 -0.6846
H: -7.2696 1.1760 0.2756
H: -6.3298 -1.0679 0.7040
H: -3.9832 -1.5536 0.0777
H: 2.3517 -3.9453 0.4360
H: 4.7493 -3.3431 0.3926
H: 5.3891 -0.9634 -0.0083
H: 3.5848 0.7362 -0.2057
F: 1.5757 3.6397 3.8420
C: 1.6856 2.6146 3.0278
F: 0.9463 2.8718 1.9165
F: 2.9440 2.4995 2.6148
S: 1.0990 0.9724 3.7642
O: 1.1746 0.1048 2.5871
O: 1.9990 0.6534 4.8028
N: -0.3604 1.2492 4.2465
S: -1.6357 0.9275 3.4012
O: -2.8000 1.5698 3.8715
O: -1.4110 1.0003 1.9595
C: -1.9635 -0.9142 3.6066
F: -2.2373 -1.2564 4.8485
F: -0.9300 -1.6518 3.1780
F: -3.0012 -1.2302 2.8310

So, what does the natural (NBO) scheme give us? The charges, in e, come out as: 1.346 -0.670 0.205 -0.075 -0.360 0.638 -0.628 -0.124 -0.148 -0.216 -0.142 -0.220 -0.144 0.169 -0.208 -0.110 -0.227 0.078 -0.443 0.267 0.256 0.246 0.231 0.231 0.229 0.230 0.233 0.248 0.248 0.254 0.229 -0.267 0.732 -0.337 -0.296 2.264 -0.964 -0.835 -1.184 2.271 -0.839 -0.996 0.738 -0.283 -0.324 -0.303

Record 6
C6H15N2 | ωB97M-V with the def2-TZVPD basis set

- HOMO level: -0.4735 Ha
- Electronic energy: -346.74803 hartree
- Charge: +1
- Energy above the lowest of the compared OMol25 structures with the same formula, charge and spin: 4.477 eV
- Molar mass: 115.20 g mol⁻¹
- Lowest unoccupied orbital energy: -4.61 eV
- HOMO-LUMO gap: 8.28 eV

Geometry (Å):
C: 2.9082 -0.1333 0.3748
C: 1.8920 -1.2855 0.5455
C: -2.2018 -0.6435 -0.7801
C: -0.1816 0.9812 -1.0454
C: -2.3506 1.9060 -0.2777
C: -1.5743 0.7336 -0.7815
N: 1.7235 -2.2448 1.5373
N: 1.4461 0.1084 0.7793
H: 3.6008 0.0743 1.0892
H: 3.2754 0.1634 -0.5804
H: -2.8298 -0.8390 0.0690
H: -1.5851 -1.5000 -1.1339
H: -3.0442 -0.6749 -1.5386
H: 0.1256 1.9422 -1.4907
H: 1.4524 -1.8015 -0.3852
H: 0.4181 0.1560 -1.4738
H: -2.5724 1.6918 0.8163
H: -3.3741 2.0892 -0.7733
H: -1.8130 2.8806 -0.2874
H: 2.1983 -1.9218 2.4019
H: 2.1299 -3.0572 1.2163
H: 0.5269 0.8200 -0.1113
H: 1.4147 0.3812 1.7640

So, what does the natural (NBO) scheme give us? The charges, in e, come out as: -0.266 0.116 -0.730 -0.784 -0.723 0.438 -0.793 -0.605 0.212 0.222 0.273 0.257 0.293 0.278 0.201 0.253 0.275 0.279 0.253 0.365 0.382 0.408 0.396

electronic energy of number 1 (C4H7NO)? -286.54243 hartree

Number 5 is which compound? C16H12F6IrN4O5S2

Number 3 is which compound? C5H12N2

Number 4 is which compound? C2HFI2O